(1)
16
Properties=species:S:1:pos:R:3:forces:R:3 method="wB97M-V/def2-TZVPD" e_homo_ev=-9.260 de_lowest_kj_mol=873.1 charge=0 homo_lumo_gap_ha=0.35851
O 0.3651 -1.6380 -0.5549 0.2140 1.6703 -1.0904
O -1.3406 -0.2028 1.1162 -0.5617 0.4656 0.5245
C -0.5630 2.0294 -1.2453 3.1908 -4.5392 -1.4753
C 0.8031 -0.7451 0.6131 3.6811 -2.6676 -1.8371
C 0.8483 0.0145 1.9877 0.4330 0.0386 -2.8426
C -0.1760 0.7845 -0.6715 -2.0408 4.5862 -4.6030
C 0.1627 -0.4408 -1.6912 1.3873 2.2865 0.2230
C -0.1109 0.2500 0.6481 -0.5607 3.2386 3.2283
H -0.8117 2.9700 -0.8111 -0.1083 0.2064 0.6457
H -1.4841 -0.9017 0.5053 -1.0737 -1.5525 -0.7580
H -0.5321 -0.5647 -2.7332 1.3985 -0.5105 3.7134
H 1.8951 0.4441 2.1274 -1.9313 -0.6118 0.2459
H -0.2201 2.0447 -2.3860 -1.4123 0.2737 2.3028
H 1.1676 0.0938 -2.2011 -1.7951 -2.5502 1.5017
H 0.1903 -0.3225 2.6981 -1.0265 -0.0619 2.3103
H 1.8133 -0.3918 0.4651 0.2058 -0.2722 -2.0891

=====

(2)
58
Properties=species:S:1:pos:R:3:forces:R:3 method="wB97M-V/def2-TZVPD" s2=3.7658 multiplicity=4 e_homo_ev="-3.230 / -3.111" charge=-1 homo_lumo_gap_ha="0.20868 / 0.20441"
Nd -0.9381 0.2070 1.1495 0.6120 -0.0742 -0.7786
Cl -2.0885 2.2592 0.0639 -0.5720 0.6391 -0.2292
Cl 0.6318 -1.7376 0.2543 0.2803 -0.4589 0.1598
P -0.3052 -0.3556 3.9102 0.2245 -0.0008 -1.1492
P 0.0285 0.2199 -3.0139 0.2625 -0.4926 3.6661
C 2.5854 -0.7280 -3.3323 -0.0778 -0.0545 -0.1968
C 2.1068 0.0364 5.3452 0.3520 0.2530 0.0662
C -1.7504 -0.1843 -3.1804 0.0900 0.3383 -0.8178
C -2.2196 -0.2156 -4.6457 -0.8116 -0.1091 0.2679
C 1.5122 -0.1360 3.9460 0.5265 -0.5596 0.3736
C -2.1748 -1.4240 -2.3542 -0.1395 0.0203 -0.0587
C 1.1867 2.6668 -2.4894 -0.0602 0.1496 -0.1279
C -0.6189 -2.7852 5.0468 -0.0067 -0.0332 -0.2816
C 0.3037 1.9539 -3.5340 -0.2294 -0.1383 -0.5357
C 0.7807 2.0818 -4.9791 0.1153 0.5656 -0.1496
C -0.8614 -1.2997 5.3825 -0.0784 0.2949 0.4795
C -0.9926 1.9813 5.2752 -0.2427 0.6272 -0.0697
C -0.8060 1.4275 3.8572 -0.4643 -0.0543 0.8677
C 0.7402 -2.4418 -3.5340 -0.1418 0.1757 -0.0474
C 1.1525 -0.9899 -3.8268 -0.4154 0.5074 -0.8141
H 1.0479 -0.7573 -4.8979 0.5185 -0.5370 -0.1389
H 0.4500 -3.0385 5.1222 -0.3158 0.0796 -0.0805
H 1.7436 1.5653 -5.1580 -0.4331 0.2406 0.0827
H -3.1160 -1.1946 -1.8358 0.1676 -0.1477 -0.1436
H 0.0250 1.6856 -5.6768 0.3234 0.0398 0.1836
H 1.4644 -3.1193 -4.0039 -0.0651 0.0561 0.0653
H -0.0282 1.9877 3.3017 -0.3310 -0.2951 0.0934
H 0.9114 3.1543 -5.2003 0.1370 -0.2767 -0.1961
H -1.1753 -3.4504 5.7129 0.0955 0.1308 0.0453
H -2.2051 0.7008 -2.6894 0.2176 -0.3582 -0.2121
H -0.9505 -2.9915 4.0114 0.2046 0.0489 0.4809
H -0.3542 -0.9963 6.3159 -0.1941 -0.1392 -0.3294
H -0.7107 2.3882 -3.4681 0.2973 -0.0602 -0.0068
H 0.7386 -2.6303 -2.4484 -0.0581 0.1001 -0.3297
H 2.9135 0.3028 -3.5314 -0.1024 -0.2670 0.1164
H -2.3531 -2.3007 -3.0011 0.1526 0.2758 0.1952
H -1.5481 2.9271 5.2508 0.1063 -0.1108 0.0897
H -1.9391 -1.1097 5.5381 0.3946 -0.0486 -0.2404
H 1.7485 0.7301 3.3045 -0.1766 -0.4133 0.0780
H 1.3507 3.7192 -2.7771 -0.0388 -0.2131 -0.0230
H 1.7273 -0.7113 6.0494 0.0856 0.0969 -0.0857
H -0.0254 2.1810 5.7521 -0.2142 -0.1339 -0.0922
H -0.2551 -2.6787 -3.9428 0.3249 0.0887 0.1849
H -1.7517 1.5134 3.2750 0.3125 0.1452 0.4859
H -2.2228 0.7960 -5.0855 0.0970 -0.3666 0.1021
H 2.6445 -0.9221 -2.2514 -0.0528 0.1298 -0.2601
H -1.4528 -1.7028 -1.5688 -0.2000 0.1369 -0.3880
H -2.4013 -1.0476 1.0041 -1.6933 -1.2691 -0.0405
H -1.6095 -0.8807 -5.2761 -0.1479 0.1368 0.2189
H 0.6804 1.2656 0.8022 1.4780 0.9185 0.0697
H -1.5543 1.2821 5.9078 0.1166 0.1918 -0.1285
H 0.6984 2.6563 -1.5030 0.2129 -0.1455 -0.3078
H 3.1967 -0.0735 5.3141 -0.1159 0.0304 0.0187
H 1.8984 1.0349 5.7579 -0.0167 -0.3170 -0.0751
H 2.1717 2.1877 -2.3868 -0.2897 0.0737 -0.0144
H 3.2779 -1.4054 -3.8553 -0.0857 0.1166 0.1243
H -3.2606 -0.5855 -4.6481 0.2203 0.1058 -0.3510
H 1.9520 -1.0178 3.4451 -0.1544 0.3603 0.1843

=====

(3)
45
Properties=species:S:1:pos:R:3:forces:R:3 method="wB97M-V/def2-TZVPD" e_homo_ev=-11.593 de_lowest_kj_mol=36.1 charge=+1 homo_lumo_gap_ha=0.25097
O 1.0158 -2.5469 -0.0362 0.0385 1.6810 0.2724
N -2.1682 1.0353 -0.5810 -0.0709 1.1614 -0.6866
C -1.5435 4.5254 2.6528 0.2512 0.0427 -0.1596
C 0.3103 -2.3816 1.1432 0.1189 -0.0677 -0.5758
C 2.2101 -1.7841 -1.9011 0.7731 -0.3131 -1.1095
C -0.4762 5.0837 1.9269 -0.1720 -0.1003 -0.1214
C -0.1358 4.6021 0.6523 -0.1891 -0.2110 0.2771
C 0.8113 -0.2091 -0.5219 -0.1862 -0.0661 0.4053
C -0.5630 -3.3992 3.1160 0.2335 0.0766 -0.3740
C -2.2626 3.4645 2.1125 0.2706 -0.0252 -0.6413
C 0.0080 -0.0563 0.5952 0.4104 0.5545 0.0275
C -0.9236 -1.0269 2.7232 0.1302 -0.0688 -0.2259
C -1.9059 2.9639 0.8458 0.5747 -0.2803 0.3486
C -2.9727 0.2697 -1.5309 -0.1566 -0.2878 0.6506
C 3.7873 -2.4775 -4.1407 -0.2839 0.0529 0.4863
C -0.8319 3.5152 0.1210 -0.2442 0.1262 0.4539
C 0.1343 -3.5231 1.9206 -0.2577 -0.0215 0.2998
C -0.2124 -1.1193 1.4943 0.0092 -0.9494 0.2147
C 1.3452 -1.4621 -0.7958 -0.5699 -0.9357 0.5698
C -2.6692 1.8434 0.2619 -0.7263 -0.4857 0.0800
C 3.4184 -1.1439 -3.9262 -0.0732 0.0811 0.1668
C 3.3867 -3.4573 -3.2218 0.0457 0.1854 -0.0353
C 2.6433 -0.7933 -2.8216 -0.2030 -0.4108 0.3150
C 2.6199 -3.1189 -2.1133 -0.0201 0.1870 -0.1342
C -1.0727 -2.1515 3.5188 -0.2100 0.6107 -0.0570
H -0.7176 -4.2738 3.7488 0.0749 0.2536 -0.2046
H -3.0952 2.9904 2.6348 0.1720 0.2891 -0.0162
H -1.3316 -0.0458 2.9925 0.1273 -0.4806 0.0551
H -0.4147 0.9144 0.8330 0.3175 -0.1640 -0.0418
H -3.7156 1.7656 0.6384 0.2258 0.1414 -0.6082
H -1.8158 4.9240 3.6323 0.1728 -0.1104 -0.3155
H 1.0256 0.6291 -1.1861 -0.1643 -0.3492 0.3468
H 3.7389 -0.3684 -4.6243 -0.1113 -0.2576 0.2330
H 4.3885 -2.7507 -5.0065 -0.1585 0.0832 0.2086
H 0.0920 5.9103 2.3568 -0.2271 -0.1985 -0.1460
H -3.1104 -0.7538 -1.1510 -0.0792 0.1636 -0.2434
H 0.6612 5.0673 0.0679 -0.2015 -0.1270 0.3185
H -3.9569 0.7283 -1.7454 0.4159 -0.2396 0.2148
H 0.5252 -4.4786 1.5817 -0.0224 0.2044 0.0655
H -0.5779 3.0856 -0.8504 -0.1546 0.2350 0.2499
H -2.3916 0.2190 -2.4596 -0.2573 -0.0581 0.1779
H 2.3258 -3.8940 -1.4111 0.0464 0.1587 -0.1806
H -1.6111 -2.0669 4.4627 0.1549 -0.0586 -0.2625
H 3.6741 -4.4974 -3.3630 -0.0308 0.2541 -0.0187
H 2.3545 0.2435 -2.6452 0.2067 -0.2757 -0.2797